The following is a quantum chemistry calculation of 4 unconnected molecules or ions with the total composition C52H29ClF3IO10, from OMol25.

Values from the calculation:
DFT total energy: -103646.48702 eV
HOMO energy: -9.69 eV
Spin multiplicity: 1
HOMO-LUMO gap: 7.84 eV

Last column: Löwdin charge in e.
Positions of all 96 atoms, in Å:
I: 0.01023 -8.17172 1.90579  0.814
Cl: -0.84201 -4.34143 3.29986  0.794
F: -8.22214 -2.94934 3.09201  0.166
F: -8.63063 -2.84377 0.97032  0.201
F: -7.37605 -4.42020 1.76093  0.160
O: 0.62677 1.90376 -5.16457  0.096
O: -6.65133 -2.30613 1.63647  0.060
O: -2.07108 2.64552 2.76918  0.102
O: -2.60524 -7.40653 0.83961  0.042
O: -1.39704 4.14355 7.87382  0.106
O: -2.91088 -4.10021 -1.21745  0.130
O: 5.38176 -1.22490 -1.57161  0.105
O: -2.76679 -1.98083 3.11105  0.112
O: 5.33906 4.13571 -1.62285  0.106
O: -0.29961 -3.37436 -5.12013  0.111
C: 0.60325 -2.24270 -7.51072  0.000
C: -1.10010 -1.18447 -1.64754  -0.050
C: -1.85069 1.42677 7.37306  -0.003
C: 3.79294 2.10769 -4.93537  -0.054
C: -0.82930 0.17962 -1.64708  -0.046
C: -2.06659 -4.60303 0.92350  -0.163
C: 5.96334 2.16921 -0.48247  -0.083
C: 4.82835 2.13815 -2.76918  -0.081
C: 0.59727 -0.11271 -6.38182  -0.096
C: -0.12760 0.03614 -3.93876  -0.081
C: 1.04385 0.50326 -7.54487  -0.014
C: -2.03937 -4.01904 2.12567  -0.520
C: -0.34510 0.78953 -2.79180  0.003
C: -1.89841 2.97947 3.92316  -0.276
C: 6.51277 2.87657 0.57951  -0.003
C: -4.41462 -3.69579 0.57309  0.109
C: -4.36604 -3.10036 1.76529  -0.088
C: -2.31848 -0.28048 5.73990  -0.053
C: -3.13563 -4.15156 -0.02900  -0.314
C: -1.50657 -6.98744 0.94847  -0.845
C: -0.12489 -2.17484 -5.13639  -0.276
C: 7.05172 0.80529 1.67669  -0.058
C: -5.52464 -2.48928 2.49085  -0.087
C: 5.37237 2.92347 -1.62537  -0.277
C: 4.35953 0.03547 -3.85183  0.005
C: 1.26953 -0.25075 -8.68347  -0.056
C: -1.08275 -5.62488 0.43041  -0.154
C: 4.85558 0.74195 -2.76265  -0.083
C: -1.79342 2.37712 6.36211  -0.084
C: 0.38182 0.71548 -5.16105  -0.287
C: -1.52417 3.79907 6.71807  -0.278
C: 4.29266 2.81648 -3.85745  0.006
C: 5.39849 -0.01231 -1.59833  -0.278
C: 5.96465 0.77333 -0.46392  -0.083
C: -1.57736 4.39227 4.27435  -0.083
C: 6.50692 0.09539 0.62068  -0.004
C: -1.44677 5.32729 3.25505  -0.003
C: -2.10582 0.10199 7.06064  -0.053
C: -1.00143 7.03835 4.88531  -0.057
C: -1.41254 4.78469 5.60432  -0.082
C: -1.12831 6.11078 5.90495  -0.003
C: 3.83387 0.71740 -4.93537  -0.055
C: -0.38632 -1.33722 -3.93237  -0.077
C: -1.99122 1.99083 5.03467  -0.079
C: -0.87974 -1.94321 -2.78427  0.003
C: 0.37048 -1.48967 -6.36643  -0.080
C: -7.70448 -3.11682 1.86452  -0.729
C: -3.03315 -2.94330 2.42900  -0.329
C: 1.05240 -1.62480 -8.66511  -0.055
C: -1.15738 6.64601 3.56014  -0.057
C: -2.26127 0.66342 4.72808  -0.001
C: 7.05730 2.19601 1.65474  -0.058
H: -0.77863 8.07046 5.12129  0.107
H: -0.06064 -5.38129 0.70842  0.096
H: 0.42865 -3.30930 -7.48405  0.121
H: 6.50724 3.95729 0.55231  0.120
H: 7.48740 2.74852 2.47961  0.107
H: 3.36211 2.63572 -5.77506  0.108
H: -2.51451 -1.31540 5.49887  0.092
H: -5.32328 -3.77225 -0.01266  0.141
H: 1.23241 -2.21282 -9.55528  0.108
H: -5.23771 -1.51373 2.88789  0.148
H: 1.20915 1.57205 -7.54591  0.120
H: -0.13233 1.84941 -2.80737  0.122
H: -1.00125 0.76684 -0.75405  0.110
H: -1.09183 -3.00331 -2.78728  0.109
H: 7.47475 0.27574 2.52009  0.107
H: 4.38695 -1.04549 -3.83669  0.121
H: -1.18286 -5.69639 -0.65631  0.135
H: -2.41560 0.37917 3.69848  0.102
H: 4.26687 3.89710 -3.84494  0.121
H: -1.69069 1.73511 8.39686  0.120
H: -2.14038 -0.63806 7.84952  0.107
H: -1.00669 6.40251 6.93879  0.120
H: 3.44540 0.16502 -5.78180  0.103
H: -1.57410 5.01096 2.22918  0.120
H: 6.49800 -0.98566 0.62448  0.120
H: -1.05261 7.37201 2.76485  0.107
H: -1.48726 -1.65779 -0.75440  0.095
H: -5.78270 -3.12010 3.34813  0.154
H: 1.61424 0.23073 -9.58905  0.108

Atoms 1-6, force components in eV/Å:
I 0.102 0.031 -0.031
Cl 0.086 0.049 0.086
F 0.016 -0.011 -0.010
F -0.218 0.034 -0.164
F 0.018 0.044 0.027
O -0.054 0.006 -0.032

The following is a quantum chemistry calculation of a molecular structure, C52H33CsN5O, from OMol25.

Values from the calculation:
Net charge: -1
DFT total energy: -64503.71847 eV
Energy above the lowest of the compared OMol25 structures with the same formula, charge and spin: 0.0 kcal/mol
HOMO energy: -4.08 eV
Spin multiplicity: 1
HOMO-LUMO gap: 5.77 eV

Last column: Löwdin charge in e.
Positions of all 92 atoms, in Å:
Cs: -1.52451 -0.46703 -1.23258  1.063
O: -4.35045 1.96004 1.09178  0.001
N: 0.08432 -2.35746 0.33234  0.065
N: -3.23810 1.83064 0.68409  0.042
N: -0.34301 1.83511 -0.01522  0.032
N: -1.63240 -0.25175 1.67585  0.021
N: 1.41764 -0.24270 -1.24000  0.039
C: 2.27036 5.10952 -3.91315  -0.087
C: 2.57313 0.41396 -3.10908  -0.042
C: 1.56275 4.14466 -3.20903  -0.034
C: -1.91083 -3.69017 3.17972  -0.188
C: -5.63093 -4.07571 -2.77342  -0.092
C: -3.43106 4.27138 2.42315  -0.036
C: 2.30479 -4.79306 -2.53918  -0.035
C: 4.32306 4.25685 -3.00805  -0.085
C: -2.15588 -5.40526 5.37232  -0.108
C: -2.21901 -0.87145 3.78023  -0.054
C: 3.65238 5.17020 -3.81138  -0.104
C: -5.42765 -1.83834 -1.14305  -0.033
C: -2.35228 0.52581 3.69350  -0.063
C: 3.15286 -5.72576 -3.11983  -0.087
C: -2.45410 3.31155 2.66436  -0.177
C: -2.79464 5.48633 4.40482  -0.108
C: -1.79689 4.54911 4.64087  -0.082
C: -0.44172 -3.11790 1.24577  -0.223
C: -4.59499 -2.93759 -0.91396  -0.246
C: -3.14222 -5.36676 4.40044  -0.089
C: -2.10889 2.18986 1.70079  -0.275
C: 1.17404 -4.40348 0.36970  -0.015
C: -0.48859 4.00006 0.71509  -0.005
C: -3.01814 -4.51347 3.30911  -0.017
C: -2.80335 -2.85701 1.01876  0.036
C: -0.92317 -3.73210 4.16208  -0.049
C: -3.62913 -2.89648 0.14510  -0.001
C: 0.45545 4.00324 -0.25371  -0.016
C: -3.60389 5.34438 3.29034  -0.091
C: 1.78731 0.82234 -1.98819  -0.290
C: 0.21237 -4.41613 1.32292  -0.007
C: -1.95693 0.84878 2.39373  -0.301
C: -1.71580 -2.72938 2.01064  -0.272
C: 2.69252 -0.95069 -3.01018  -0.041
C: 2.81416 -3.65563 -1.91710  -0.197
C: 5.04483 -4.40614 -2.46169  -0.086
C: 1.10363 -3.09987 -0.26760  -0.239
C: -1.62964 3.47906 3.77837  -0.045
C: 3.61627 3.28558 -2.31607  -0.030
C: -1.04205 -4.58192 5.24814  -0.082
C: 1.97534 -1.32156 -1.82806  -0.289
C: 1.90169 -2.65795 -1.29225  -0.043
C: -0.95960 2.62564 0.81957  -0.229
C: 4.19588 -3.47070 -1.89220  -0.031
C: 4.52633 -5.53700 -3.07976  -0.104
C: 1.46462 2.18401 -1.65313  -0.044
C: 2.22738 3.22502 -2.40286  -0.201
C: -4.70598 -4.05675 -1.74206  -0.034
C: -6.34929 -1.86284 -2.17794  -0.084
C: -6.45508 -2.98009 -2.99561  -0.101
C: -1.77336 -1.29070 2.52436  -0.284
C: 0.56624 2.63160 -0.71636  -0.246
H: -4.37635 6.07548 3.08427  0.095
H: 5.19049 -6.26512 -3.52850  0.094
H: -1.14351 4.65515 5.49817  0.098
H: -6.98780 -1.00469 -2.34545  0.102
H: -2.93174 6.32282 5.07913  0.092
H: 4.59463 -2.58375 -1.41627  0.124
H: -0.06354 -3.07980 4.06734  0.133
H: 6.11622 -4.25273 -2.42513  0.098
H: -0.84826 2.75162 3.95436  0.125
H: -3.79341 -4.48250 2.55388  0.106
H: -7.17593 -2.99757 -3.80317  0.096
H: 2.98208 1.05137 -3.87781  0.099
H: -0.02741 -5.21086 2.01095  0.103
H: 5.40175 4.30076 -2.92279  0.098
H: -4.05711 -4.90469 -1.56586  0.116
H: -5.70806 -4.94886 -3.40916  0.098
H: 4.13279 2.56338 -1.69652  0.125
H: -2.42480 -1.48423 4.64462  0.090
H: 1.73881 5.81411 -4.54073  0.097
H: 1.23199 -4.93810 -2.56642  0.122
H: -0.26719 -4.60072 6.00471  0.098
H: 0.48343 4.09570 -3.27997  0.122
H: -4.06605 4.20359 1.55319  0.101
H: 1.05401 4.83433 -0.59090  0.105
H: 4.20618 5.92441 -4.35657  0.094
H: -0.82433 4.83434 1.31049  0.101
H: -4.01663 -6.00018 4.48806  0.095
H: -2.68779 1.19210 4.47133  0.087
H: 1.88973 -5.17988 0.14871  0.105
H: 3.21043 -1.60970 -3.68954  0.098
H: -2.25135 -6.06885 6.22302  0.092
H: -5.34275 -0.97080 -0.49989  0.119
H: 2.73715 -6.60151 -3.60260  0.097

Atoms 1-6, force components in eV/Å:
Cs -0.348 -0.116 -0.274
O -0.029 0.008 -0.031
N -0.045 -0.117 -0.002
N 0.110 -0.054 0.246
N 0.055 0.292 0.104
N -0.096 -0.143 0.164